145
Properties=species:S:1:pos:R:3 method="wB97M-V/def2-TZVPD" smiles="CCCCCCCCB(O)CCC(F)(F)C(F)(F)C(F)(F)C(F)(F)F.CCOC(=O)C(F)(F)F.CCOC(=O)C(F)(F)F.CCOC(=O)C(F)(F)F.CCOC(=O)C(F)(F)F.CCOC(=O)C(F)(F)F.CCOC(=O)C(F)(F)F.CCOC(=O)C(F)(F)F" e_tot_ev=-157397.2570 molar_mass_g_mol=1382.655 e_lumo_ha=0.007
F -0.088 4.880 9.709
F 11.976 4.289 -2.750
C -0.165 1.797 0.059
C 2.934 1.253 -1.494
F -9.588 -4.309 -9.113
H 0.213 3.790 1.750
C -8.955 -3.366 -8.407
C -7.916 -6.535 -5.524
H 7.439 7.200 -2.229
C 6.331 -4.855 -2.691
H 3.042 -0.789 -0.742
O 2.279 7.532 -0.514
C 5.515 -4.578 -4.879
H 0.848 9.514 0.580
F 3.900 -1.364 5.099
H -6.450 -4.961 -5.765
C -9.526 -4.246 -2.406
H -0.072 8.022 0.835
C -0.511 4.873 7.379
F 5.033 -1.611 6.930
F 3.495 4.863 1.382
C -7.612 -0.372 -0.288
H 3.220 2.625 0.158
F 4.281 6.872 1.130
C -0.650 5.597 8.741
H 5.492 -7.210 6.584
H 3.566 -1.517 1.898
C 4.644 -1.719 1.889
F -6.430 1.427 1.795
O -1.306 5.445 6.489
C 1.316 1.589 0.485
C -6.954 -5.723 -6.359
H 5.583 -5.826 5.487
C -2.688 2.331 1.152
H 5.051 -1.488 2.877
O -0.621 3.385 2.039
F -8.696 -8.335 -2.183
H -9.539 -3.268 -0.494
H -2.983 2.172 2.199
F -1.933 5.809 9.056
F -7.010 -1.164 1.859
H 3.569 1.807 -2.201
F -5.638 -1.591 0.241
C 3.726 0.054 -0.932
F -7.774 0.933 -0.462
H -0.233 4.685 4.882
C 3.902 -3.523 6.056
C 2.198 6.366 0.083
O 0.247 3.962 7.210
C 4.690 -5.822 -5.116
C 5.492 -6.121 6.532
F -5.210 2.548 -0.017
C 1.034 8.087 -1.018
F 6.800 -3.103 -1.183
H 5.511 -1.557 -0.083
H -8.437 -7.268 -6.140
H -10.419 -2.411 -1.768
H 4.762 -2.799 1.734
H -8.660 -5.891 -5.056
O -11.205 -6.362 -2.088
H -3.106 3.307 0.859
F -0.032 6.788 8.679
H 4.428 -0.300 -1.703
C -4.768 1.275 0.072
F -8.017 -2.813 -9.191
H 6.359 -5.748 7.078
H 7.422 4.331 -1.143
H -2.982 0.241 0.632
H -0.201 2.405 -0.865
H -3.151 3.863 5.342
H 6.534 4.885 -2.570
C 0.247 8.749 0.089
H 6.331 -0.578 1.153
O 8.530 4.827 -2.825
F -8.650 -7.531 -0.167
H 0.469 7.290 -1.500
H 6.550 -4.713 -5.192
F -4.772 0.086 2.144
H -6.202 -6.348 -6.834
C 10.768 4.288 -3.304
B -1.116 2.513 1.104
C 7.406 5.068 -1.945
F -7.363 -0.931 -1.453
O -8.348 -3.433 -6.070
C 2.391 2.226 -0.439
C -5.607 0.562 1.198
O 7.102 -5.719 -2.994
H 1.350 8.802 -1.773
F 4.935 -4.173 -0.882
C 9.681 4.549 -2.232
H 3.670 -5.675 -4.761
F -5.112 0.674 -1.106
H -10.174 -4.417 -3.265
O -7.640 -5.073 -7.457
C -10.196 -3.394 -1.354
C 4.215 -5.586 7.139
H 3.848 0.604 1.156
F -8.753 -0.859 0.167
F 4.292 5.489 -0.538
H 1.493 0.505 0.512
C 4.535 0.328 0.342
F 2.861 -1.617 6.988
O 9.900 4.465 -1.059
O 3.596 -4.019 5.011
H -1.642 5.692 4.519
O 1.217 5.695 0.242
H 4.110 -5.884 8.179
O 5.498 -4.197 -3.482
H 1.955 3.092 -0.965
H 5.199 1.189 0.169
C -6.457 -0.664 0.748
C -8.286 -3.960 -7.144
F 10.559 3.088 -3.870
H -1.738 2.845 5.656
H 2.080 0.872 -2.077
O -9.113 -5.524 -1.862
C -9.439 -7.759 -1.222
H 6.520 6.652 -0.818
H 1.467 1.943 1.514
H 4.657 -6.038 -6.184
F 10.738 5.215 -4.268
C -1.269 4.889 5.151
H -8.606 -3.786 -2.761
C 3.932 -1.989 6.272
O 4.223 -4.139 7.183
H -0.640 9.223 -0.331
H 3.336 -5.914 6.586
C -10.055 -6.448 -1.770
F -10.395 -8.610 -0.863
C -3.261 1.229 0.253
H 5.100 -3.716 -5.395
H -0.606 0.835 -0.236
C 7.418 6.480 -1.410
H -2.123 3.329 3.996
H 5.119 -6.681 -4.604
F -9.831 -2.426 -8.067
H -11.127 -3.846 -1.014
H -2.856 1.305 -0.767
C -2.125 3.653 5.035
C 3.599 5.892 0.539
H 8.287 6.652 -0.775
C 6.215 -4.309 -1.248
F 6.822 -5.123 -0.391
H -7.376 -7.063 -4.738
C 5.353 -0.905 0.783